{"formula": "C51H104N3O14", "method": "ωB97M-V with the def2-TZVPD basis set", "symbols": ["C", "C", "C", "C", "C", "C", "C", "C", "C", "C", "C", "C", "C", "C", "C", "C", "C", "O", "C", "C", "C", "N", "C", "N", "O", "C", "C", "C", "C", "N", "C", "C", "H", "H", "H", "H", "H", "H", "H", "H", "H", "H", "H", "H", "H", "H", "H", "H", "H", "H", "H", "H", "H", "H", "H", "H", "H", "H", "H", "H", "H", "H", "H", "H", "H", "H", "H", "H", "H", "H", "H", "H", "H", "H", "H", "H", "H", "H", "H", "H", "H", "H", "H", "H", "H", "H", "H", "H", "O", "C", "O", "C", "C", "C", "H", "H", "H", "H", "H", "H", "H", "H", "O", "C", "O", "C", "C", "C", "H", "H", "H", "H", "H", "H", "H", "H", "O", "C", "O", "C", "C", "C", "H", "H", "H", "H", "H", "H", "H", "H", "O", "C", "O", "C", "C", "C", "H", "H", "H", "H", "H", "H", "H", "H", "O", "C", "O", "C", "C", "C", "H", "H", "H", "H", "H", "H", "H", "H", "O", "C", "O", "C", "C", "C", "H", "H", "H", "H", "H", "H", "H", "H"], "coordinates": [[1.269, 2.056, 0.640], [2.404, 3.147, 0.813], [1.995, 4.576, 0.309], [3.208, 5.393, -0.304], [3.512, 4.740, -1.707], [4.704, 5.401, -2.478], [5.362, 4.498, -3.593], [4.489, 3.299, -4.088], [3.249, 3.708, -4.984], [1.907, 3.070, -4.403], [1.799, 1.621, -4.974], [0.723, 0.659, -4.331], [1.509, -0.685, -3.989], [0.596, -1.928, -3.761], [1.367, -3.271, -3.486], [2.669, -3.107, -2.625], [2.703, -4.052, -1.370], [1.625, -3.787, -0.482], [1.679, -2.461, 0.063], [1.526, -2.371, 1.624], [-0.387, 0.434, -5.435], [-1.665, -0.074, -4.868], [-2.180, 0.872, -3.937], [-3.491, 0.931, -3.806], [-4.071, 1.773, -2.922], [-4.833, 1.093, -1.876], [-4.328, 1.692, -0.505], [-5.161, 1.194, 0.725], [-6.706, 1.444, 0.546], [-1.345, 1.715, -3.194], [-1.371, 3.123, -3.659], [0.014, 1.151, -3.022], [0.988, 1.627, 1.634], [0.336, 2.475, 0.191], [1.606, 1.190, 0.012], [3.324, 2.741, 0.330], [2.616, 3.222, 1.904], [1.244, 4.439, -0.518], [1.466, 5.147, 1.106], [2.859, 6.444, -0.465], [4.104, 5.353, 0.355], [3.617, 3.645, -1.543], [2.590, 4.907, -2.321], [5.486, 5.790, -1.777], [4.285, 6.306, -2.994], [6.295, 4.059, -3.148], [5.709, 5.113, -4.457], [4.135, 2.616, -3.284], [5.154, 2.676, -4.745], [3.392, 3.452, -6.059], [3.129, 4.814, -4.891], [2.007, 3.140, -3.300], [1.089, 3.716, -4.806], [2.817, 1.164, -4.920], [1.578, 1.718, -6.071], [2.164, -0.891, -4.867], [2.124, -0.412, -3.093], [-0.067, -2.109, -4.646], [-0.116, -1.798, -2.903], [1.610, -3.866, -4.397], [0.669, -3.919, -2.890], [3.548, -3.366, -3.273], [2.862, -2.079, -2.252], [3.674, -3.820, -0.846], [2.784, -5.123, -1.667], [2.633, -1.933, -0.202], [0.869, -1.870, -0.445], [2.150, -3.153, 2.110], [1.954, -1.378, 1.923], [0.453, -2.386, 1.910], [0.023, -0.381, -6.087], [-0.537, 1.329, -6.083], [-2.369, -0.119, -5.610], [-4.116, 0.337, -4.357], [-5.891, 1.443, -1.980], [-4.775, -0.016, -1.908], [-3.248, 1.399, -0.436], [-4.349, 2.812, -0.527], [-4.830, 1.785, 1.617], [-4.895, 0.124, 0.896], [-7.168, 1.838, 1.475], [-7.171, 0.494, 0.192], [-6.866, 2.204, -0.260], [-0.525, 3.669, -3.177], [-1.260, 3.254, -4.760], [-2.296, 3.607, -3.257], [0.595, 1.858, -2.397], [-0.135, 0.242, -2.380], [-9.082, 3.143, -1.307], [-8.846, 3.813, -2.275], [-7.622, 3.759, -2.839], [-7.299, 4.348, -4.103], [-6.902, 5.801, -3.949], [-9.859, 4.785, -2.818], [-8.113, 4.212, -4.819], [-6.451, 3.781, -4.490], [-7.723, 6.402, -3.556], [-6.597, 6.220, -4.910], [-6.073, 5.895, -3.245], [-9.762, 5.735, -2.292], [-10.853, 4.379, -2.639], [-9.780, 4.948, -3.891], [-4.192, -1.958, -0.584], [-3.642, -2.985, -0.266], [-2.714, -2.974, 0.701], [-2.171, -4.175, 1.270], [-1.001, -4.671, 0.459], [-3.902, -4.276, -0.991], [-2.947, -4.932, 1.400], [-1.828, -3.911, 2.272], [-1.301, -4.934, -0.557], [-0.548, -5.549, 0.923], [-0.247, -3.890, 0.378], [-3.243, -4.343, -1.857], [-4.938, -4.277, -1.330], [-3.778, -5.155, -0.361], [3.400, 0.772, 3.517], [3.844, -0.087, 4.237], [3.473, -0.145, 5.524], [3.776, -1.243, 6.395], [5.135, -1.073, 7.042], [4.888, -1.049, 3.739], [3.679, -2.197, 5.873], [3.005, -1.234, 7.167], [5.935, -1.068, 6.301], [5.326, -1.880, 7.751], [5.186, -0.121, 7.572], [5.877, -0.608, 3.867], [4.713, -1.227, 2.678], [4.853, -2.023, 4.223], [-3.847, -7.069, 0.459], [-3.370, -7.865, 1.230], [-3.738, -7.840, 2.517], [-3.398, -8.858, 3.470], [-2.047, -8.593, 4.102], [-2.295, -8.824, 0.794], [-3.461, -9.851, 3.022], [-4.170, -8.818, 4.239], [-1.246, -8.616, 3.361], [-1.829, -9.336, 4.869], [-2.029, -7.602, 4.559], [-1.323, -8.340, 0.887], [-2.467, -9.080, -0.251], [-2.294, -9.762, 1.346], [7.075, 2.764, 4.124], [6.729, 3.737, 3.507], [7.651, 4.501, 2.896], [7.336, 5.546, 1.971], [7.075, 6.855, 2.687], [5.288, 4.173, 3.483], [6.510, 5.256, 1.318], [8.213, 5.654, 1.331], [6.208, 6.786, 3.346], [6.900, 7.658, 1.969], [7.929, 7.123, 3.311], [5.088, 4.806, 4.347], [4.660, 3.283, 3.540], [5.002, 4.693, 2.570], [-0.611, -6.561, 7.259], [-0.955, -5.591, 6.640], [-0.030, -4.824, 6.034], [-0.343, -3.782, 5.104], [-0.613, -2.475, 5.820], [-2.398, -5.159, 6.603], [-1.163, -4.075, 4.445], [0.537, -3.667, 4.470], [-1.484, -2.548, 6.474], [-0.788, -1.672, 5.102], [0.236, -2.205, 6.450], [-2.605, -4.527, 7.465], [-3.023, -6.050, 6.657], [-2.678, -4.640, 5.688]], "forces_ev_per_a": [[0.03, -0.10, 0.32], [-0.57, -0.25, 0.46], [0.36, -0.21, -0.58], [-1.09, -0.70, -0.62], [-0.02, 0.85, 0.44], [-0.40, 0.27, -0.55], [0.31, -0.59, 0.90], [0.30, -0.18, -1.60], [-0.38, 0.35, 1.40], [1.13, 0.39, -1.65], [-0.17, 0.53, 0.24], [0.18, -0.14, -0.47], [-1.11, 0.41, -0.39], [-0.12, -0.60, 0.07], [-0.09, -0.12, 0.89], [0.38, -0.88, -0.13], [1.46, 0.99, -0.54], [0.73, 0.02, 0.07], [-0.01, 0.98, 0.09], [0.31, 0.43, -0.87], [1.43, -0.98, -0.21], [-0.79, 2.61, 0.99], [0.67, -0.33, -0.23], [0.54, -0.33, -0.14], [-0.03, 0.11, -0.17], [-1.07, 1.02, 1.93], [0.41, -0.51, -0.38], [0.19, 0.43, 0.02], [0.76, -0.13, -0.68], [-0.09, -0.89, -1.45], [-0.46, 1.16, 0.89], [0.07, -1.14, 0.49], [0.21, 0.32, -0.81], [0.69, -0.24, 0.26], [-0.24, 0.76, 0.42], [-0.56, 0.62, 0.28], [0.08, -0.13, -0.77], [0.58, 0.24, 0.61], [0.48, -0.44, -0.43], [0.60, -0.70, 0.27], [-0.59, 0.16, -0.38], [0.17, 0.72, -0.24], [0.69, -0.33, 0.46], [-0.60, -0.47, -0.52], [0.34, -0.60, 0.57], [-0.74, 0.28, -0.43], [-0.42, -0.44, 0.58], [0.41, 0.60, -0.30], [-0.43, 0.40, 0.71], [-0.12, 0.18, 0.76], [0.12, -0.68, -0.32], [-0.44, -0.20, -0.72], [0.33, -0.62, 0.67], [-0.81, 0.22, 0.14], [0.26, -0.09, 0.85], [-0.21, 0.08, 0.74], [-0.33, -0.49, -0.78], [0.60, 0.32, 0.64], [0.68, 0.17, -0.63], [-0.21, 0.76, 0.43], [0.52, 0.50, -0.56], [-0.58, 0.25, 0.66], [-0.36, -0.62, -0.42], [-0.72, -0.28, -0.30], [-0.74, 0.69, 0.38], [-0.61, -0.71, 0.16], [0.53, -0.31, 0.55], [-0.67, 0.35, -0.23], [-0.48, -0.77, -0.15], [0.80, -0.27, 0.08], [-0.51, 0.74, 0.35], [0.01, -0.45, 0.65], [0.33, -0.69, 0.20], [0.23, 0.24, 0.19], [0.81, -0.54, -0.34], [0.29, 0.73, -0.12], [-0.82, 0.20, 0.26], [-0.18, -0.87, -0.31], [-0.02, -0.59, -0.74], [-0.43, 0.75, -0.01], [0.17, -0.55, -0.63], [-0.04, 0.80, 0.45], [-0.06, -0.53, 0.79], [-0.62, -0.65, -0.34], [-0.23, -0.21, 0.71], [0.61, -0.40, -0.70], [-0.32, -0.36, -0.61], [0.16, 0.80, -0.46], [0.34, -0.04, -0.21], [-0.47, 0.28, 0.29], [0.40, -0.50, -0.04], [0.02, 0.28, -0.07], [-0.06, 0.11, 0.11], [-0.32, -0.21, -0.45], [-0.05, 0.04, 0.09], [-0.05, -0.12, 0.18], [-0.01, -0.01, -0.10], [-0.01, -0.02, 0.02], [0.02, -0.06, -0.07], [0.02, -0.02, -0.03], [0.10, 0.06, 0.22], [0.12, 0.18, 0.05], [0.24, 0.22, 0.18], [0.02, -0.32, -0.49], [-0.16, 0.51, 0.36], [0.03, -0.45, 0.05], [-0.10, 0.13, -0.15], [-0.46, -0.28, 0.31], [-0.02, 0.10, -0.09], [-0.11, 0.27, -0.08], [-0.01, -0.10, 0.07], [0.03, 0.05, 0.02], [-0.26, -0.30, 0.09], [0.02, 0.01, 0.05], [0.11, 0.14, -0.12], [0.12, 0.08, -0.26], [-0.22, 0.03, 0.23], [0.48, 0.01, -0.14], [-0.57, 0.20, -0.03], [0.28, -0.13, 0.22], [0.15, 0.08, -0.10], [-0.20, -0.56, -0.26], [0.05, 0.07, -0.07], [-0.07, 0.17, -0.16], [-0.02, -0.08, 0.02], [-0.03, 0.02, -0.02], [-0.07, -0.06, 0.02], [-0.04, 0.02, 0.04], [0.08, 0.23, 0.02], [0.16, 0.08, 0.15], [-0.04, -0.09, 0.32], [0.33, -0.07, -0.08], [-0.46, 0.21, -0.03], [0.30, -0.14, 0.26], [0.11, 0.09, -0.16], [-0.24, -0.53, -0.23], [0.05, 0.08, -0.09], [-0.08, 0.15, -0.18], [-0.01, -0.10, 0.03], [-0.02, 0.05, 0.00], [-0.06, -0.08, 0.07], [-0.02, -0.02, 0.04], [0.07, 0.23, 0.01], [0.15, 0.11, 0.14], [0.18, 0.14, -0.20], [-0.31, -0.05, 0.36], [0.43, -0.22, -0.24], [-0.07, 0.27, 0.05], [-0.10, 0.02, 0.16], [-0.37, -0.27, -0.45], [-0.05, -0.03, 0.09], [0.04, -0.18, 0.12], [-0.04, 0.01, -0.09], [0.02, -0.03, 0.01], [0.02, -0.02, -0.11], [0.03, 0.02, -0.04], [0.10, 0.01, 0.21], [0.05, 0.20, 0.11], [0.18, 0.16, -0.22], [-0.32, -0.08, 0.39], [0.46, -0.20, -0.28], [-0.06, 0.31, 0.10], [-0.12, 0.03, 0.12], [-0.31, -0.20, -0.49], [-0.05, -0.03, 0.12], [0.05, -0.20, 0.11], [-0.03, 0.02, -0.09], [0.02, -0.02, 0.01], [0.03, -0.01, -0.11], [0.01, 0.01, -0.04], [0.10, 0.03, 0.23], [0.03, 0.20, 0.11]], "mulliken_charge": [-0.7454, 0.1972, -0.8751, 0.0732, 0.3799, -0.7102, -1.0984, -0.6301, -0.9925, 0.9710, -1.8857, 4.1076, -1.8111, -0.1118, -0.8261, -0.3230, -0.7840, -0.2672, -0.3740, -0.8772, -2.2484, -0.1452, -0.0687, -0.0893, -0.2034, -0.0751, -0.4324, -0.3231, -0.6953, 0.6105, -0.7452, -0.9889, 0.4160, 0.2639, -0.2033, 0.2362, 0.1512, 0.1772, 0.4211, 0.4564, -0.6017, -0.0406, 0.0332, 0.2824, 0.3286, 0.3743, 0.3045, 0.3656, 0.4339, 0.4400, 0.5230, -0.5132, 0.1136, 0.4018, 0.2617, 0.5296, 0.2730, 0.2396, 0.1597, 0.4669, 0.2473, 0.4266, 0.1333, 0.3687, 0.3701, 0.6528, 0.0159, 0.3127, 0.1140, 0.1864, 0.3557, 0.5099, 0.4173, 0.2520, 0.2001, 0.3030, 0.1279, 0.3388, 0.3645, 0.0913, 0.3592, 0.2446, -0.0830, 0.1976, 0.3251, 0.2313, -0.2100, -0.1529, -0.5281, 0.8254, -0.3052, -0.3129, -1.0419, -1.1606, 0.3828, 0.2149, 0.2852, 0.3786, 0.3100, 0.2713, 0.3362, 0.3458, -0.5885, 0.9271, -0.5796, -0.0188, -0.6826, -0.5588, 0.6113, -0.4657, 0.2761, 0.4243, 0.0387, 0.2455, 0.3648, 0.0006, -0.6241, 0.9300, -0.3721, -0.2795, -1.1418, -1.0764, 0.3017, 0.3181, 0.2970, 0.3777, 0.3188, 0.3027, 0.2948, 0.3605, -0.6604, 0.9125, -0.3412, -0.4632, -0.8353, -1.1814, 0.3585, 0.3522, 0.2801, 0.4170, 0.1126, 0.1909, 0.3945, 0.3732, -0.5836, 0.6694, -0.3892, -0.1110, -1.0703, 0.1659, 0.1149, 0.3209, 0.2728, 0.3695, 0.3471, 0.2706, -0.0987, -0.2798, -0.5805, 0.7021, -0.4111, 0.5698, -1.0441, -0.9333, -0.2593, 0.1749, 0.3147, 0.3626, 0.2632, 0.3190, 0.3357, 0.2673], "e_homo_ev": -11.38, "total_charge": 1, "total_energy_ha": -3222.91671}